Density functional theory data (ωB97M-V/def2-TZVPD) for a structure of composition C30H24N2OPPt at a distorted geometry.

Geometry as XYZ:
```
59
Properties=species:S:1:pos:R:3:lowdin_charge:R:1
Pt 1.16563 -1.01446 -1.32594 1.007
P -1.01885 -0.03552 -0.90617 1.001
O 1.19087 -3.89110 -0.87537 -0.010
N 2.38271 1.02282 -3.24658 0.226
N 0.37667 -2.80087 -0.60102 -0.215
C 3.68974 -0.11189 2.11822 -0.161
C 4.05954 -0.34084 -0.63055 -0.154
C -1.92203 -0.94710 0.37998 -0.300
C 2.38346 -0.49159 4.12830 -0.073
C 1.40576 -1.15368 3.35215 -0.074
C -0.23320 2.60798 -1.07885 -0.098
C -2.43258 -2.92613 1.66020 -0.013
C -0.60965 1.58591 -0.20558 -0.350
C -2.20339 0.23078 -2.26683 -0.339
C 5.10105 0.15577 0.18898 -0.076
C -2.53912 0.85865 -4.57532 -0.065
C -0.48998 1.78274 1.16825 -0.084
C -2.90774 -0.27515 1.09194 -0.095
C 2.66841 -0.69701 1.31839 -0.178
C -1.66929 -2.29408 0.68419 -0.193
C 3.49663 0.00423 3.52117 -0.029
C -0.60088 -3.14729 0.12860 -0.071
C 2.85249 -0.73202 -0.10359 -0.231
C 0.34731 4.00638 0.78957 -0.062
C -3.41881 -2.24382 2.35972 -0.037
C -3.91121 0.71577 -4.41952 -0.064
C -3.58053 0.06363 -2.12697 -0.070
C 4.90374 0.31230 1.52394 -0.035
C 1.90471 0.29127 -2.49535 -0.319
C 1.54541 -1.23901 1.99801 -0.061
C 0.23505 3.81320 -0.58234 -0.064
C -3.65479 -0.91321 2.07776 -0.034
C -1.69075 0.60194 -3.51007 -0.117
C -4.42828 0.30427 -3.20001 -0.061
C -0.01827 2.99356 1.66125 -0.056
H -3.98859 -2.75281 3.12591 0.119
H 4.24870 -0.40252 -1.69258 0.075
H 2.25086 -0.39201 5.19796 0.107
H 2.83335 1.64672 -3.88453 0.124
H -2.12895 1.15391 -5.53303 0.111
H 0.72106 4.94665 1.17558 0.112
H -0.61837 0.66828 -3.65251 0.073
H 0.07193 3.13512 2.73078 0.114
H -4.00293 -0.25685 -1.18449 0.094
H -2.23506 -3.96705 1.89052 0.123
H 0.80154 -1.75899 1.42880 0.053
H 6.04554 0.43168 -0.26466 0.108
H 0.54163 -1.59529 3.83431 0.104
H -4.42225 -0.36873 2.61193 0.120
H -5.49562 0.16696 -3.08212 0.112
H -0.61851 -4.19641 0.40962 0.152
H 4.26974 0.49090 4.10608 0.117
H 1.88778 -3.52971 -1.44164 0.089
H 0.51787 4.60340 -1.26646 0.111
H -0.74718 0.99398 1.86384 0.099
H -4.57430 0.91092 -5.25242 0.112
H 5.67549 0.73833 2.15531 0.117
H -3.09750 0.76838 0.87347 0.122
H -0.31605 2.46868 -2.15022 0.090
```

Properties
* charge: +1
* multiplicity: 1
* HOMO level: -10.24 eV
* maximum force: 0.029 Eh/bohr
* HOMO-LUMO gap: 0.233 Eh
* energy above the lowest of the compared OMol25 structures with the same formula, charge and spin: 0.0 kJ/mol